{
  "formula": "C31H32As2CrNO7P2S4",
  "method": "ωB97M-V with the def2-TZVPD basis set",
  "symbols": ["Cr", "N", "C", "C", "P", "O", "O", "O", "P", "O", "O", "O", "H", "H", "H", "H", "H", "H", "H", "H", "O", "C", "S", "C", "C", "S", "S", "S", "C", "C", "As", "C", "C", "C", "C", "C", "C", "C", "C", "C", "C", "C", "C", "As", "C", "C", "C", "C", "C", "C", "C", "C", "C", "C", "C", "C", "H", "H", "H", "H", "H", "H", "H", "H", "H", "H", "H", "H", "H", "H", "H", "H", "H", "H", "H", "H", "H", "H", "H", "H"],
  "coordinates": [[-1.928, -1.572, 0.311], [-2.390, 2.421, -0.372], [-3.604, 1.551, -0.131], [-4.912, 2.282, -0.347], [-3.416, 0.897, 1.614], [-2.926, 2.319, 2.251], [-4.659, 0.393, 2.189], [-2.153, 0.052, 1.506], [-3.309, 0.035, -1.134], [-3.987, 0.386, -2.529], [-3.844, -1.199, -0.474], [-1.792, -0.013, -1.231], [-2.156, 2.928, 0.488], [-2.527, 3.067, -1.149], [-1.608, 1.774, -0.608], [-5.013, 3.111, 0.355], [-5.728, 1.587, -0.154], [-5.005, 2.650, -1.371], [-2.968, 2.290, 3.215], [-3.958, -0.354, -3.150], [-5.697, -6.962, 0.077], [-4.873, -6.094, 0.167], [-3.853, -5.561, -1.186], [-2.969, -4.340, -0.301], [-3.287, -4.171, 0.997], [-2.521, -2.991, 2.015], [-4.548, -5.190, 1.655], [-1.754, -3.393, -1.112], [1.574, -1.465, -0.421], [0.724, -1.298, 0.837], [0.534, 0.616, 1.353], [2.455, 0.940, 1.723], [2.936, 2.228, 1.505], [4.245, 2.568, 1.818], [5.096, 1.612, 2.351], [4.627, 0.326, 2.582], [3.315, -0.004, 2.276], [0.102, 0.444, 3.253], [0.175, 1.610, 4.012], [-0.145, 1.596, 5.361], [-0.550, 0.412, 5.964], [-0.638, -0.749, 5.211], [-0.315, -0.733, 3.860], [0.687, -1.220, -2.175], [2.259, -1.600, -3.306], [1.992, -1.952, -4.627], [3.024, -2.158, -5.531], [4.342, -2.025, -5.119], [4.619, -1.685, -3.802], [3.584, -1.473, -2.903], [0.829, 0.725, -2.464], [-0.031, 1.266, -3.419], [-0.007, 2.621, -3.714], [0.884, 3.458, -3.052], [1.753, 2.927, -2.110], [1.722, 1.569, -1.818], [1.949, -2.490, -0.469], [2.442, -0.812, -0.348], [1.172, -1.827, 1.678], [-0.231, -1.853, 0.704], [2.270, 2.972, 1.077], [4.602, 3.575, 1.640], [6.120, 1.867, 2.591], [5.284, -0.421, 3.009], [2.968, -1.009, 2.487], [0.496, 2.533, 3.540], [-0.077, 2.506, 5.944], [-0.798, 0.397, 7.017], [-0.965, -1.672, 5.672], [-0.425, -1.646, 3.285], [0.961, -2.070, -4.943], [2.800, -2.429, -6.554], [5.150, -2.192, -5.819], [5.646, -1.582, -3.474], [3.829, -1.204, -1.882], [-0.728, 0.613, -3.933], [-0.679, 3.025, -4.460], [0.911, 4.514, -3.288], [2.470, 3.567, -1.610], [2.431, 1.178, -1.100]],
  "atomic_forces_ev_per_a": [[-2.04, -0.08, -0.26], [0.06, -0.08, -0.03], [-0.12, -0.45, 0.16], [0.04, 0.08, 0.00], [0.24, 0.23, 0.07], [-0.08, -0.23, -0.04], [-0.08, 0.13, -0.01], [-0.23, -0.29, -0.01], [0.09, 0.71, -0.79], [-0.06, -0.02, 0.20], [0.32, -0.02, 0.43], [-0.15, -0.36, 0.19], [-0.02, 0.07, -0.04], [0.02, 0.02, -0.01], [0.04, 0.09, 0.03], [-0.01, 0.00, -0.01], [-0.01, 0.01, 0.01], [0.00, 0.00, 0.00], [0.04, 0.11, 0.10], [-0.05, -0.05, -0.06], [0.01, -0.01, 0.01], [0.01, -0.01, -0.05], [0.01, 0.02, -0.03], [-0.12, -0.04, 0.30], [0.01, -0.24, -0.26], [0.15, 0.26, 0.06], [0.00, 0.05, 0.06], [0.37, 0.06, -0.20], [0.03, 0.04, 0.01], [-0.01, 0.31, -0.17], [0.46, 0.20, 0.29], [-0.12, -0.03, -0.09], [-0.16, -0.04, -0.11], [0.06, -0.01, 0.01], [-0.01, 0.01, 0.00], [0.01, 0.01, 0.00], [0.00, -0.05, 0.00], [-0.10, -0.01, -0.02], [0.05, -0.04, -0.10], [-0.03, -0.01, 0.03], [0.01, 0.02, 0.01], [0.01, 0.00, 0.02], [-0.01, 0.00, -0.06], [0.46, 0.06, -0.36], [-0.10, -0.07, 0.08], [-0.07, 0.00, 0.11], [0.03, -0.01, -0.03], [-0.02, 0.00, 0.00], [0.01, -0.02, -0.01], [0.01, 0.02, 0.05], [-0.12, -0.05, 0.13], [-0.03, -0.05, 0.05], [-0.03, 0.02, 0.02], [-0.01, 0.02, -0.01], [0.01, 0.04, 0.03], [0.09, -0.02, -0.12], [-0.01, 0.00, -0.04], [0.09, -0.02, 0.03], [-0.06, -0.07, 0.02], [1.05, -0.27, 0.35], [0.04, 0.03, -0.01], [-0.01, 0.00, 0.00], [0.00, 0.01, 0.00], [0.00, -0.01, 0.00], [-0.01, 0.00, 0.01], [0.00, 0.03, 0.05], [0.01, 0.01, 0.00], [-0.01, 0.00, 0.00], [-0.01, 0.00, -0.01], [0.04, 0.00, 0.05], [0.02, -0.01, -0.05], [-0.01, 0.00, 0.00], [0.00, 0.01, 0.00], [0.00, 0.00, 0.00], [0.00, 0.01, -0.02], [-0.03, 0.04, 0.02], [0.01, 0.00, -0.03], [0.01, 0.01, 0.01], [-0.01, 0.00, 0.01], [0.00, -0.01, 0.06]],
  "spin_multiplicity": 4,
  "gap_ev": [6.006, 6.812],
  "homo_energy_ev": [-6.85, -7.02],
  "s_squared": 3.841,
  "e_above_lowest_kj_mol": 125.0
}